{
  "formula": "C52H143N13O13",
  "method": "the ωB97M-V functional and the def2-TZVPD basis",
  "species": ["O", "O", "O", "O", "O", "O", "O", "O", "O", "O", "O", "O", "O", "N", "N", "N", "N", "N", "N", "N", "N", "N", "N", "N", "N", "N", "C", "C", "C", "C", "C", "C", "C", "C", "C", "C", "C", "C", "C", "C", "C", "C", "C", "C", "C", "C", "C", "C", "C", "C", "C", "C", "C", "C", "C", "C", "C", "C", "C", "C", "C", "C", "C", "C", "C", "C", "C", "C", "C", "C", "C", "C", "C", "C", "C", "C", "C", "C", "H", "H", "H", "H", "H", "H", "H", "H", "H", "H", "H", "H", "H", "H", "H", "H", "H", "H", "H", "H", "H", "H", "H", "H", "H", "H", "H", "H", "H", "H", "H", "H", "H", "H", "H", "H", "H", "H", "H", "H", "H", "H", "H", "H", "H", "H", "H", "H", "H", "H", "H", "H", "H", "H", "H", "H", "H", "H", "H", "H", "H", "H", "H", "H", "H", "H", "H", "H", "H", "H", "H", "H", "H", "H", "H", "H", "H", "H", "H", "H", "H", "H", "H", "H", "H", "H", "H", "H", "H", "H", "H", "H", "H", "H", "H", "H", "H", "H", "H", "H", "H", "H", "H", "H", "H", "H", "H", "H", "H", "H", "H", "H", "H", "H", "H", "H", "H", "H", "H", "H", "H", "H", "H", "H", "H", "H", "H", "H", "H", "H", "H", "H", "H", "H", "H", "H", "H", "H", "H", "H", "H", "H", "H"],
  "xyz": [[-1.1626, 7.7956, 3.6548], [7.7216, -3.1729, 0.8983], [0.0021, 4.9414, -6.8874], [3.9810, -6.5086, 2.5203], [-0.7233, -0.9532, -4.2325], [4.6934, -0.2599, 3.7772], [-2.2404, 8.1735, -2.0444], [5.7456, -4.9269, -6.6783], [-1.1655, 4.6609, -2.5001], [-4.1896, -3.4643, 1.6661], [-1.1740, 0.9818, 0.0624], [-6.2517, -0.5842, 5.5068], [0.5614, -1.3233, 6.4044], [-1.6729, 1.5125, -3.4908], [-4.0706, 6.0747, -2.2091], [3.4397, -2.7785, 6.2628], [1.1587, 1.7969, -5.3636], [4.2532, -5.8557, -4.2119], [-0.6199, 3.7153, 0.2275], [-8.2662, -0.1964, 3.7403], [3.2116, -7.4982, -1.0855], [1.3265, -1.2717, -1.1732], [4.1295, -2.7363, -0.1679], [-1.0957, 3.9765, 3.1119], [-5.5732, -0.9902, 1.9944], [0.6189, -3.8677, 4.8266], [-2.3492, 5.1031, 4.8125], [-0.8387, 5.3698, -7.8684], [5.6070, -2.9086, 5.1187], [0.0139, 4.9504, -0.3163], [-5.3451, 6.8114, -0.2571], [3.7861, -1.1971, 4.3970], [-8.3261, -1.3541, 4.6891], [3.6488, -7.3079, 1.4185], [4.2406, -7.1820, 3.7742], [8.4566, -3.9347, 0.0271], [2.7482, 3.1789, -6.3290], [-3.4361, 1.5810, -5.1992], [3.2324, -6.6526, 0.1273], [-0.0402, -2.6124, 4.4286], [-9.0524, -2.5143, 3.9789], [0.8645, -0.1204, -0.3943], [-1.5947, 5.3160, 3.4113], [1.3060, 5.2601, 0.4448], [4.3630, -5.3148, -6.7049], [3.9709, 0.5739, 2.8308], [-4.7482, -2.9036, 0.4697], [-2.5755, 1.0783, 0.0025], [-4.3429, 7.2282, -1.3689], [-2.5196, 0.6466, -4.2858], [-6.5830, -1.3035, -0.1423], [-1.0031, 8.7810, -1.5449], [6.3873, -5.3731, -7.8568], [5.9469, -0.9935, -0.0624], [-5.8235, -1.9970, 0.9994], [-0.5359, -1.8596, 5.7071], [1.3207, 3.1277, -5.8097], [-1.1906, 4.8170, -3.8609], [0.1616, -1.8610, -4.8876], [-3.3170, -4.5808, 1.3691], [0.1619, -0.6499, 7.6109], [1.4348, 1.0160, -1.2196], [-4.9277, -0.7631, 5.7382], [-1.2925, -3.1532, 3.6406], [-3.0009, 7.7529, -0.9411], [0.0872, 4.8668, -1.8951], [4.4778, -1.9488, 5.6286], [-1.6648, -0.2786, -5.1008], [5.6156, -2.4909, -0.1997], [-0.6425, -0.2363, -0.2705], [6.2890, -3.3623, 0.7945], [1.8038, -6.1223, 0.3625], [0.2444, 3.5256, -6.7654], [-1.1936, 8.4709, 2.3949], [3.6035, -5.1908, -5.3362], [-0.5404, 6.4581, 3.5887], [3.5279, -3.6720, -4.7874], [-6.9166, -1.7214, 5.0881], [0.9922, 1.8689, -0.7050], [-6.0410, -1.3752, -1.0852], [-8.8390, -0.9106, 5.5425], [4.9810, -7.9277, 3.4846], [-1.5850, 4.8440, 5.5452], [1.1749, 4.9091, 1.4683], [-3.2663, 8.5142, -0.2075], [-1.2719, 0.8995, -2.7954], [-0.9387, -3.4334, 2.6484], [-10.1238, -2.3502, 4.0938], [-0.3511, 8.9333, -2.4050], [2.7376, 4.0662, -6.9620], [-3.6670, 5.3462, -1.6376], [6.3309, -2.3792, 4.4992], [1.1908, -7.0236, 0.3619], [3.5848, -1.9387, -0.4634], [0.3013, 6.5259, 2.8994], [-0.4517, 8.0065, -1.0118], [-2.8750, 0.8967, -1.0297], [-5.1979, -1.5771, 2.7257], [1.6015, -3.8867, 5.0593], [-1.3925, 3.3339, -0.2995], [-9.0400, -2.4289, 2.8924], [1.0987, -0.1288, 7.8086], [0.0541, -1.3896, 8.4042], [2.1100, 4.6545, 0.0265], [-6.3555, -2.0777, 4.2243], [1.6673, -5.5754, 1.2955], [-2.1669, 5.2649, -4.0461], [0.0692, 2.9841, 0.1250], [3.6283, -2.9187, 7.2451], [2.5184, 1.0715, -1.1152], [6.3921, -6.4630, -7.8391], [4.6637, 1.0359, 2.1275], [-0.3159, 5.3183, -8.8234], [5.7199, -0.5101, -1.0127], [5.2585, -3.8385, 4.6693], [-0.1807, 8.7671, 2.1219], [-1.5604, 7.8029, 1.6156], [-2.8946, 2.4002, -5.6724], [-1.8578, 3.3632, 2.8607], [0.1692, -4.1157, 5.6963], [-6.1892, 6.2332, -0.6329], [4.6020, -6.4795, 4.5251], [-0.6622, 5.7692, -0.0702], [3.8583, -3.3474, -0.9249], [-0.1029, 6.3732, 4.5835], [3.3816, 3.4920, -5.4991], [3.3939, -7.7236, 4.1960], [-0.2294, -2.6270, -5.5572], [-3.1492, -5.1509, 2.2828], [0.4595, 3.0113, -7.7020], [-4.8298, 6.0884, 0.3752], [-3.0130, 0.3282, 0.6613], [-4.2682, -1.1179, 4.9462], [5.8404, -3.0669, 1.7429], [3.8753, -4.5681, -7.3315], [-1.8259, 9.3587, 2.4045], [0.8556, -1.3439, -2.0638], [-7.0246, -2.4534, 5.8885], [-2.7546, 2.1066, 0.3167], [2.4612, -8.1720, -1.0301], [1.0494, -2.1947, -0.8709], [-6.5417, -2.6263, 1.5250], [-3.9977, 0.9705, -5.9062], [-2.4122, 5.4982, 2.7138], [6.0734, -4.4308, 0.7899], [7.4452, -5.1448, -7.7264], [8.5643, -4.8934, 0.5344], [6.9838, -0.7564, 0.1756], [2.9559, -3.6648, -3.8596], [0.2375, 1.6063, -4.9960], [-3.8029, -5.3027, 0.7126], [0.6387, 3.9732, -2.1876], [4.8791, -1.2342, 6.3473], [5.9727, -4.9745, -8.7826], [9.3961, -3.4016, -0.1190], [-2.4006, -4.0915, 1.0392], [6.3075, -3.1507, 5.9180], [3.4640, -0.0882, 2.1288], [-7.7333, -0.6604, 3.0186], [3.9500, -5.8416, 0.0034], [-8.7914, -3.5025, 4.3577], [-0.6087, 2.9218, -6.4558], [-2.4717, 6.9148, -0.4876], [2.9639, -0.6639, 4.8742], [-1.9812, -2.3367, 3.4237], [3.0633, 2.4484, -7.0742], [-4.7630, -0.4589, 1.7090], [4.7671, -6.6839, -4.4766], [-4.2697, 2.0287, -4.6580], [-0.6671, 0.0565, 7.6539], [-4.7245, 8.0625, -1.9575], [1.7649, 1.6319, -4.5728], [3.3167, 1.2919, 3.3253], [4.4866, -3.2090, -4.5539], [1.5488, -5.3990, -0.4120], [7.8636, -4.2092, -0.8454], [-4.5342, -1.1000, 6.6972], [2.8858, -7.9437, 1.8676], [-0.5127, 3.9834, 2.2871], [-2.2208, -1.0157, -5.6802], [-1.7757, -4.0738, 3.9679], [-3.2584, 4.5330, 5.0032], [-0.5499, 5.6556, -4.1337], [-6.7293, -0.2374, 0.0316], [-1.1995, -1.0279, 5.4702], [-1.0471, -0.9888, 0.4063], [0.5921, -1.9232, 3.8688], [1.5384, 6.3232, 0.3831], [-3.9713, -2.4159, -0.1191], [3.3748, -1.9430, 3.7167], [-2.7349, 6.0718, 5.1302], [-4.6027, 0.2596, 5.9293], [5.3984, -0.4603, 0.7140], [0.7797, -2.4011, -4.1704], [1.3118, 3.7541, -4.9177], [4.5634, -7.8286, 1.1349], [5.9275, -2.7481, -1.2119], [-2.0316, 2.3556, -3.0657], [2.6165, -2.1988, 6.3413], [-1.7156, 4.7230, -7.8967], [-3.2695, 6.2989, -2.7819], [-4.9685, -3.6348, -0.3081], [-7.6304, 0.4559, 4.1767], [1.0709, 1.2853, -2.2111], [-0.9352, 3.8924, -4.3786], [-1.1087, -0.5108, -1.2168], [-1.2105, 9.7085, -1.0112], [-1.0784, 0.3332, -5.7863], [0.9036, -1.2298, -5.3768], [-5.6313, 7.6790, 0.3373], [0.6121, 5.7006, -2.3613], [-1.0444, -2.5001, 6.4277], [-7.5876, -1.6567, -0.3751], [2.5856, -5.5802, -5.3203], [1.2698, 0.0648, 0.6004], [4.0855, -6.2904, -7.1040], [3.0036, -3.0805, -5.5380], [-1.1241, 6.4182, -7.7819], [4.9994, -5.1968, -4.0412], [-3.1845, 0.0671, -3.6453], [2.9236, -6.9249, -1.8656]],
  "forces_ev_per_a": [[-0.02, -0.77, -0.50], [-2.24, 1.73, 0.80], [1.87, -1.26, 2.51], [-0.19, 2.43, 0.92], [-0.91, -0.75, 0.08], [-1.13, -0.07, -0.30], [0.87, 1.23, 0.62], [-1.22, -0.81, 0.31], [-0.64, 0.16, 2.70], [-0.03, -1.33, -0.81], [0.05, 1.65, 0.87], [-1.01, 0.06, 0.50], [-0.54, 0.79, 0.16], [1.13, -0.71, 0.03], [-0.42, -0.49, -0.88], [-0.46, 0.50, -0.02], [-1.03, -2.29, 0.35], [0.80, 0.13, 0.10], [1.18, 0.46, -0.20], [-0.38, -1.38, 0.28], [0.73, -0.15, 0.77], [0.76, -1.90, 0.38], [0.43, 0.06, 0.14], [1.58, 0.25, 0.17], [1.59, -0.61, 0.51], [0.26, -0.15, 0.17], [0.74, 2.17, 0.09], [-0.54, -0.44, -1.67], [0.60, 1.20, 0.79], [-1.69, -0.33, -1.05], [1.41, 0.17, -0.29], [1.22, 0.10, 1.91], [-0.07, 1.25, -1.17], [1.09, -2.09, 0.71], [0.19, -0.39, -1.91], [-0.27, -1.25, 0.28], [-0.49, 2.69, -1.08], [-0.04, -1.29, 0.64], [-1.71, 1.44, 0.60], [-1.81, -1.47, 1.63], [-0.98, 0.90, 0.60], [-0.28, -1.10, -1.96], [-1.98, -1.43, 1.77], [-0.29, -0.91, -0.89], [-1.48, 1.53, 0.81], [0.86, -1.34, -0.10], [1.59, 0.20, 1.10], [0.96, -0.04, -0.05], [-0.22, -0.55, -0.56], [-1.87, 2.01, -0.58], [-0.09, 0.25, -1.00], [-0.64, -1.26, -1.45], [0.85, -0.61, 0.94], [-0.09, 0.16, 0.10], [-3.11, 0.19, -1.81], [0.44, 0.16, -0.61], [1.64, 0.66, 0.81], [-0.17, 1.46, -0.68], [1.08, 1.02, 0.23], [-0.60, 1.02, 0.90], [2.23, -0.61, 0.12], [-1.31, 2.30, 1.29], [2.66, 2.56, 1.05], [1.09, 1.49, -1.22], [-0.75, -0.46, 1.19], [0.80, -0.78, 0.70], [0.39, -1.08, -1.91], [1.38, -0.30, -0.04], [-1.00, 0.66, -1.78], [-0.81, 0.18, -0.87], [0.87, -0.07, 2.05], [0.61, 0.66, -0.08], [-0.74, -0.30, -0.90], [0.35, -0.86, 0.18], [1.29, 1.89, 1.32], [-1.12, 1.01, 0.56], [-0.76, -1.32, -1.17], [-0.83, -0.66, -0.09], [0.70, 0.53, 0.15], [0.17, -0.03, -0.16], [-0.25, -0.76, 0.38], [0.42, -0.20, 0.72], [-0.06, -0.30, 0.01], [0.06, 0.39, 0.06], [0.87, 0.65, 0.20], [0.43, 0.47, 0.36], [0.29, -0.06, -0.10], [-0.17, -0.26, 0.57], [-0.35, 0.50, -0.21], [0.32, 0.58, -0.06], [-0.19, -0.33, 0.45], [-0.47, 0.11, -0.75], [-0.49, 0.29, -0.09], [0.20, 0.81, 0.35], [-0.22, -0.46, -0.45], [-0.14, 0.22, 0.85], [-0.48, 0.07, -0.11], [0.27, 0.36, 0.90], [0.34, 0.74, -0.22], [-0.11, 0.69, -0.44], [1.01, -0.20, -0.10], [-0.29, 0.45, 0.57], [-0.35, -0.11, 0.11], [0.33, 0.17, -0.03], [-0.21, -0.80, -0.07], [0.20, -0.20, 0.25], [-0.35, -0.84, -0.75], [0.03, -0.15, 0.35], [0.63, -0.35, 0.14], [-0.14, -0.17, -0.23], [-0.37, -0.25, -0.49], [0.43, 0.49, 0.70], [-0.15, -0.21, -0.51], [-0.08, 0.10, -0.02], [-0.22, 0.30, -0.13], [0.19, 0.16, -0.11], [-0.14, -0.07, -0.15], [0.20, -0.30, -0.14], [-0.18, 0.08, 0.15], [-0.10, -0.48, 0.08], [-0.09, 0.55, -0.35], [0.07, 0.12, -0.44], [-0.29, 0.09, -0.16], [0.36, -0.75, 0.02], [0.03, -0.32, 0.01], [0.62, -0.90, -0.25], [-0.46, 0.12, -0.23], [-0.68, 0.34, -0.12], [0.17, 0.39, 0.18], [0.33, 0.55, -0.73], [0.17, 0.09, 0.40], [-0.36, 0.10, 0.16], [-0.48, -0.51, -0.44], [0.34, 0.17, 0.40], [-0.29, -0.08, -0.48], [-0.04, -0.14, 0.47], [-0.06, 1.22, -0.54], [0.58, -0.43, 0.11], [-0.70, -0.27, 0.04], [-0.08, -0.32, 0.38], [0.15, -0.23, 1.34], [-0.06, -0.52, -0.22], [0.44, -0.04, -0.51], [0.25, 1.12, -0.45], [-0.17, -0.19, -0.78], [-0.07, 0.52, -0.31], [0.91, -0.45, -0.13], [0.17, -0.53, -0.18], [-0.12, -0.10, -0.05], [-0.37, 0.18, 0.22], [0.21, 0.29, -0.60], [0.82, -0.22, 0.36], [0.18, 0.32, -0.31], [-0.05, 0.09, 0.03], [0.01, -0.45, -0.52], [0.27, -0.85, -0.50], [-0.41, -0.44, 0.60], [-0.84, -0.12, 0.23], [0.34, 0.83, -0.88], [-0.05, 0.16, -0.38], [0.05, 0.03, -0.20], [-0.97, 0.66, 0.33], [0.19, 0.01, 0.63], [-0.35, 0.31, -0.25], [-0.51, -0.11, 0.30], [0.02, -0.72, 0.89], [0.18, 0.59, -0.13], [-0.22, -0.50, -0.22], [0.33, 0.13, 0.64], [-0.20, -0.15, -0.88], [-0.60, -0.24, -0.37], [0.34, -0.15, -0.08], [-0.05, -0.05, -0.06], [0.21, -0.28, -0.35], [-0.38, -0.30, -0.32], [0.44, 0.50, -0.72], [-0.90, -1.49, 0.34], [-0.29, -0.90, -0.90], [-0.17, -0.05, -0.18], [-0.30, -0.01, 0.07], [0.12, 0.42, 0.83], [0.31, -0.90, -1.09], [0.60, -0.23, -0.41], [0.24, 0.00, 0.30], [-0.33, 0.04, -0.35], [0.67, -0.50, 0.56], [-0.04, -0.26, -0.25], [0.16, -0.13, 0.14], [0.54, 1.07, 0.34], [0.17, -0.03, -0.35], [0.28, 0.52, 0.04], [0.42, 0.51, -0.60], [-0.38, -0.39, 0.10], [-0.45, 0.03, 0.56], [-0.28, 0.88, -0.17], [0.07, -0.96, 0.18], [0.43, -0.16, -0.16], [-0.54, -0.20, -0.08], [-0.64, 0.11, -0.27], [-0.42, 0.18, -0.25], [-0.05, 0.29, -0.42], [-1.29, -0.61, 0.51], [0.14, 0.33, -0.16], [0.08, -1.17, -0.47], [-0.23, 0.18, -0.28], [0.33, -0.36, -0.75], [0.16, -0.19, 0.19], [0.02, 0.02, -0.38], [0.02, -0.15, -0.75], [-0.25, -0.19, 0.04], [-0.08, 0.48, 0.12], [-0.48, -0.60, -0.31], [0.03, -0.45, 0.31], [-0.08, 0.09, -1.03], [0.44, -0.95, 0.06], [0.91, -0.38, -0.19], [0.05, 0.30, 0.10], [0.02, -0.09, 0.67], [0.48, -0.19, 0.77], [-0.24, -0.28, 0.03], [0.38, 0.38, -0.22]],
  "e_tot_ev": -102217.75711,
  "gap_ha": 0.32468,
  "multiplicity": 1,
  "e_homo_ev": -8.53,
  "lumo_energy_ev": 0.31,
  "e_above_lowest_kcal_mol": 192.6
}